Entry 1:
Molecular formula: C30H62N2O12PS5
Method: DFT, ωB97M-V/def2-TZVPD

HOMO energy (spin up / spin down)	-8.47 / -9.03	eV
2S+1	2

Last column: Mulliken charge in e.
CARTESIAN COORDINATES (ANGSTROEM)
C  0.4097  4.1591  -0.2740  -1.02
C  1.0563  2.6349  -0.5161  1.60
C  2.6769  2.8131  -0.3420  -0.83
C  0.7353  2.2649  -2.0805  -1.84
C  -0.5628  1.2239  -2.2499  1.22
C  -0.5325  0.7347  -3.8206  -0.35
N  -1.9178  0.5799  -4.4132  -0.65
P  -2.2252  1.9850  -1.6855  0.89
O  -3.4276  0.9396  -1.7456  -0.80
C  -0.1984  -0.0854  -1.3320  -1.28
C  0.4202  0.2821  0.1441  1.26
C  1.8874  -0.4401  0.2480  -1.19
C  -0.5558  -0.5123  1.2463  -1.07
N  0.3906  1.7463  0.5082  0.75
O  0.9659  2.0112  1.6937  -0.57
H  -0.7588  4.0806  -0.3396  -0.31
H  0.8188  4.9474  -1.0557  0.35
H  0.7355  4.5724  0.7962  0.22
H  3.1411  2.7142  -1.4349  0.28
H  3.1974  2.0198  0.3421  0.22
H  2.9274  3.8941  0.0497  0.10
H  0.4531  3.2549  -2.6386  0.30
H  1.6196  1.7416  -2.6566  0.39
H  0.0484  1.5796  -4.4175  0.38
H  0.0659  -0.2745  -3.9980  -0.07
H  -1.7764  0.3272  -5.4352  0.28
H  -2.4058  -0.2510  -4.0062  0.23
H  -2.1087  2.3703  -0.2741  -0.06
H  -2.5677  3.2254  -2.3952  0.08
H  0.6192  -0.7118  -1.9347  0.09
H  -1.1393  -0.7707  -1.2013  0.11
H  1.7352  -1.5577  -0.1428  0.40
H  2.1799  -0.5442  1.3852  0.28
H  2.7238  0.0251  -0.4255  0.15
H  -1.6844  -0.4203  0.8811  0.23
H  -0.5068  -0.0488  2.3192  0.25
H  -0.2512  -1.6542  1.3583  0.11
C  -3.3460  -4.9670  3.2774  -0.66
C  -4.0837  -3.7768  2.6660  -0.76
C  -3.0627  -2.9624  1.8734  -0.56
S  -1.8034  -4.1155  1.3476  1.45
O  -0.5606  -3.7723  2.0062  -0.74
O  -1.8955  -4.3008  -0.0868  -0.75
C  -2.4950  -5.5449  2.1564  -0.46
H  -4.0393  -5.7112  3.6801  0.39
H  -2.7041  -4.6228  4.0971  0.30
H  -4.8683  -4.1412  1.9919  0.29
H  -4.5683  -3.1639  3.4325  0.35
H  -3.5155  -2.4940  0.9958  0.41
H  -2.5861  -2.2015  2.4976  0.28
H  -1.6951  -6.1946  2.5154  0.27
H  -3.1132  -6.0760  1.4264  0.30
C  2.2855  -8.3981  1.6447  -0.56
C  1.9968  -9.5202  2.6407  -0.62
C  0.4876  -9.5470  2.8766  -0.64
S  -0.2628  -8.9147  1.3838  1.03
O  -0.9169  -7.6605  1.6926  -0.59
O  -0.9421  -9.9951  0.6969  -0.72
C  1.2616  -8.5615  0.5312  -0.26
H  3.3085  -8.4492  1.2606  0.37
H  2.1554  -7.4260  2.1350  0.28
H  2.3207  -10.4778  2.2152  0.30
H  2.5407  -9.3777  3.5797  0.34
H  0.1275  -10.5621  3.0624  0.34
H  0.2002  -8.8924  3.7040  0.35
H  1.1479  -7.6663  -0.0826  -0.05
H  1.4998  -9.4233  -0.0994  0.35
C  -4.4480  5.4128  1.1684  -0.84
C  -5.1857  6.6031  0.5570  -0.65
C  -4.1647  7.4175  -0.2356  -0.67
S  -2.9055  6.2644  -0.7614  1.27
O  -1.6627  6.6076  -0.1027  -0.57
O  -2.9976  6.0791  -2.1958  -0.72
C  -3.5970  4.8350  0.0474  -0.31
H  -5.1413  4.6687  1.5711  0.40
H  -3.8061  5.7571  1.9881  0.32
H  -5.9704  6.2387  -0.1171  0.28
H  -5.6703  7.2160  1.3235  0.36
H  -4.6176  7.8858  -1.1131  0.34
H  -3.6881  8.1784  0.3886  0.33
H  -2.7971  4.1852  0.4065  0.14
H  -4.2152  4.3039  -0.6826  0.42
C  3.0274  -4.5524  -4.1084  -0.65
C  1.5600  -4.2316  -3.8287  -0.46
C  1.3266  -4.4209  -2.3308  -0.19
S  2.8958  -4.1064  -1.5369  1.03
O  3.3623  -5.3375  -0.9346  -0.67
O  2.8152  -2.8629  -0.7969  -0.66
C  3.8209  -3.8242  -3.0337  -0.72
H  3.3277  -4.2378  -5.1122  0.39
H  3.1912  -5.6337  -4.0286  0.29
H  1.3551  -3.1902  -4.1053  0.00
H  0.8881  -4.8653  -4.4161  0.40
H  0.5794  -3.7208  -1.9485  0.21
H  1.0290  -5.4471  -2.0986  0.19
H  4.8385  -4.2019  -2.9210  0.40
H  3.8372  -2.7460  -3.2188  0.33
C  1.9481  8.8363  0.9484  -0.35
C  2.3649  8.6902  2.4111  -0.64
C  3.1757  7.4009  2.5304  -0.62
S  3.9343  7.1382  0.9344  1.01
O  3.3755  5.9368  0.3509  -0.61
O  5.3631  7.3549  1.0441  -0.72
C  3.1998  8.5498  0.1323  -0.76
H  1.5500  9.8331  0.7371  0.34
H  1.1687  8.1024  0.7110  0.15
H  2.9876  9.5456  2.7000  0.30
H  1.4982  8.6749  3.0792  0.34
H  3.9539  7.4842  3.2932  0.33
H  2.5332  6.5426  2.7457  0.35
H  2.9875  8.3173  -0.9127  0.39
H  3.9106  9.3790  0.1972  0.36

Forces on atoms 1 to 3 (eV/Å):
0.39 -0.10 0.44
0.31 2.92 -1.32
0.51 0.15 -0.61


Entry 2:
Molecular formula: C30H64BIInO20
Method: DFT, ωB97M-V/def2-TZVPD

charge	-1
HOMO energy	-4.60	eV
2S+1	1

Last column: Mulliken charge in e.
CARTESIAN COORDINATES (ANGSTROEM)
C  -2.4392  -2.5739  6.9015  -0.90
C  -2.7722  -1.6333  5.7395  -0.09
O  -3.3122  -0.3843  6.1663  -0.38
C  -2.3314  0.4853  6.7118  -0.08
C  -2.1475  1.6995  5.7899  -0.04
O  -0.9284  2.3708  6.0331  -0.52
C  0.1908  1.8072  5.3594  -0.30
C  1.0879  0.9524  6.2590  -0.81
O  1.0627  -0.3889  5.8355  -0.32
C  2.3454  -1.0036  5.6146  -0.94
In  2.0524  -3.0767  4.8967  0.95
B  2.6868  -4.7015  6.4259  0.14
O  3.8892  -5.4116  6.3798  -0.48
O  1.8329  -5.0576  7.4832  -0.55
C  3.2454  -3.4267  2.9944  -1.07
I  4.6694  -1.8073  2.7099  -0.17
C  2.5938  -3.7466  1.6303  0.00
C  1.1083  -4.1120  1.6910  -0.93
H  -1.5892  -3.2123  6.6338  0.15
H  -3.2933  -3.2104  7.1625  0.33
H  -2.1519  -2.0036  7.7922  0.31
H  -1.8794  -1.4720  5.1164  0.17
H  -3.5445  -2.0680  5.0934  0.34
H  -2.6752  0.8117  7.7027  0.16
H  -1.3690  -0.0277  6.8330  0.21
H  -2.2246  1.3783  4.7398  0.35
H  -2.9448  2.4332  5.9648  -0.31
H  0.7294  2.6443  4.9022  0.36
H  -0.1561  1.1383  4.5556  0.30
H  0.6901  1.0241  7.2863  0.29
H  2.1208  1.3244  6.2652  0.54
H  2.9061  -0.4108  4.8727  0.31
H  2.9213  -0.9791  6.5533  0.30
H  0.3108  -3.2835  4.6147  -0.50
H  3.7424  -6.3498  6.2957  0.25
H  1.0456  -5.4890  7.1711  0.26
H  3.9318  -4.2460  3.2430  0.48
H  3.1398  -4.5837  1.1629  0.20
H  2.7142  -2.8996  0.9454  0.22
H  0.7805  -4.5173  0.7231  0.21
H  0.4880  -3.2398  1.9277  0.22
H  0.8954  -4.8522  2.4714  0.24
C  -7.3802  7.1436  4.8727  -1.16
C  -6.5438  6.8169  6.0892  0.04
O  -6.8627  5.5235  6.6364  -0.39
C  -6.3487  4.4865  5.9784  0.79
O  -5.6676  4.5506  4.9861  -0.60
O  -6.6961  3.3725  6.6086  -0.36
C  -6.2204  2.1662  5.9910  -0.18
H  -8.4419  7.0632  5.1086  0.34
H  -7.1724  8.1646  4.5504  0.38
H  -7.1498  6.4683  4.0506  0.29
H  -6.7521  7.5038  6.9069  0.31
H  -5.4780  6.8590  5.8661  0.11
H  -5.1478  2.2112  5.8281  -0.07
H  -6.7252  2.0019  5.0407  0.31
H  -6.4555  1.3647  6.6830  0.22
C  -0.8200  -7.5331  -4.6653  -0.90
C  -1.2282  -6.9029  -3.3527  -0.22
O  -0.0985  -6.3790  -2.6355  -0.37
C  0.3518  -5.2028  -3.0609  0.83
O  -0.1279  -4.5496  -3.9571  -0.61
O  1.4019  -4.8655  -2.3330  -0.33
C  2.0197  -3.6193  -2.6759  -0.71
H  -0.0620  -8.2988  -4.4987  0.29
H  -1.6874  -8.0000  -5.1334  0.36
H  -0.4195  -6.7871  -5.3503  0.13
H  -1.6479  -7.6433  -2.6748  0.32
H  -1.9582  -6.1075  -3.4983  0.30
H  1.2836  -2.8186  -2.6864  0.32
H  2.5013  -3.6936  -3.6501  0.32
H  2.7571  -3.4453  -1.8991  0.24
C  -0.2318  -2.5899  -7.2160  -1.28
C  0.9184  -3.4289  -6.7088  0.39
O  1.6007  -4.1087  -7.7876  -0.42
C  2.4250  -3.3642  -8.5041  0.81
O  2.6877  -2.2006  -8.3258  -0.60
O  2.9372  -4.1182  -9.4810  -0.37
C  3.8508  -3.4141  -10.3235  -0.58
H  -0.9226  -3.2054  -7.7937  0.33
H  -0.7699  -2.1707  -6.3658  0.35
H  0.1198  -1.7724  -7.8443  0.38
H  0.5557  -4.2171  -6.0596  -0.01
H  1.6372  -2.8250  -6.1561  0.23
H  4.6455  -2.9590  -9.7357  0.30
H  3.3249  -2.6395  -10.8798  0.24
H  4.2626  -4.1491  -11.0077  0.28
C  -1.7822  5.5782  3.9532  -1.23
C  -2.9911  6.4821  3.8944  0.29
O  -2.8029  7.6924  4.6640  -0.33
C  -2.0640  8.6284  4.0902  0.77
O  -1.5842  8.5962  2.9868  -0.57
O  -1.9411  9.6478  4.9480  -0.34
C  -1.1316  10.7225  4.4688  -0.65
H  -1.5220  5.3529  4.9880  0.30
H  -2.0051  4.6376  3.4496  0.35
H  -0.9199  6.0348  3.4682  0.40
H  -3.8499  6.0007  4.3538  -0.08
H  -3.2480  6.7493  2.8697  0.33
H  -1.4878  11.0723  3.5019  0.30
H  -0.0937  10.4066  4.3752  0.29
H  -1.2211  11.5057  5.2154  0.22
C  3.3596  1.3539  -11.3060  -1.22
C  4.4057  0.3748  -10.8250  0.07
O  5.0804  -0.2806  -11.9190  -0.31
C  6.0139  0.4390  -12.5286  0.75
O  6.3633  1.5533  -12.2391  -0.56
O  6.5146  -0.2898  -13.5279  -0.34
C  7.5255  0.3735  -14.2912  -0.65
H  2.6539  0.8579  -11.9733  0.30
H  2.8096  1.7459  -10.4505  0.37
H  3.8179  2.1877  -11.8360  0.34
H  3.9466  -0.4404  -10.2693  0.11
H  5.1418  0.8582  -10.1843  0.34
H  8.3198  0.7371  -13.6430  0.30
H  7.0994  1.2103  -14.8423  0.29
H  7.9056  -0.3765  -14.9777  0.22

Forces on atoms 1 to 3 (eV/Å):
0.04 -0.06 -0.06
0.01 -0.15 -0.22
-0.03 -0.02 0.13


The molecular weight results, record by record, are as follows: 834.14, 997.36 g mol⁻¹.